1.
The following is a quantum chemistry calculation of the molecule C22H26N2O3, from the Open Molecules 2025 dataset.

As for the spin multiplicity: 1. As for the frontier orbital gap: 0.3387 Ha. The calculation puts the relative energy (zero: lowest compared OMol25 entry of this formula, charge and spin) at 13.87 kcal per mole. For the HOMO energy, the calculation gives -8.493 eV. Its structure (SMILES) is COc1ccc(CN2C[C@H](C(=O)NCCc3ccc(C)cc3)CC2=O)cc1.

Geometry as XYZ:
```
53
Properties=species:S:1:pos:R:3:forces:R:3
C -4.693638 -0.581058 1.345698 -0.2 0.0 -0.1
O -3.440176 -0.392049 1.955880 0.3 0.1 0.1
C -2.349083 -0.974612 1.391434 0.2 -0.1 0.0
C -2.347759 -1.681298 0.195126 -0.3 0.1 0.2
C -1.173569 -2.243092 -0.274906 0.2 -0.1 0.1
C 0.010114 -2.143850 0.437583 0.0 -0.1 -0.2
C 1.273856 -2.790165 -0.078058 -0.2 0.0 -0.1
N 2.327907 -1.824661 -0.304697 0.0 -0.1 0.3
C 3.422738 -1.620846 0.615361 0.3 -0.2 0.2
C 4.055287 -0.301407 0.147539 0.2 0.2 0.1
C 3.507091 0.891120 0.938439 0.2 -0.5 -0.2
O 4.239603 1.655314 1.531596 0.3 0.2 0.1
N 2.163449 0.987544 0.947491 -0.5 0.1 0.0
C 1.462441 2.071046 1.594129 0.1 0.4 0.1
C 0.840300 3.037289 0.574378 0.0 -0.2 0.2
C -0.217583 2.353433 -0.244866 0.0 0.2 0.0
C -1.554571 2.411653 0.121243 0.0 0.0 0.0
C -2.522644 1.777082 -0.636141 0.0 0.0 0.0
C -2.179707 1.039725 -1.760490 0.0 0.1 0.0
C -3.218613 0.366694 -2.606122 0.0 0.1 0.0
C -0.838349 0.961930 -2.114375 -0.1 0.0 0.0
C 0.123491 1.621283 -1.375712 0.0 0.0 0.0
C 3.672019 -0.237192 -1.335088 0.0 0.0 0.0
C 2.437097 -1.120932 -1.453684 0.3 0.2 -0.1
O 1.683682 -1.200154 -2.397262 -0.3 0.0 -0.4
C 0.001815 -1.432854 1.634397 -0.1 0.0 0.0
C -1.154413 -0.846859 2.100663 -0.2 0.1 0.0
H -5.410848 -0.057920 1.976413 0.0 0.0 -0.1
H -4.720512 -0.156366 0.338044 0.0 0.0 0.0
H -4.959755 -1.642122 1.298087 0.0 0.0 0.0
H -3.251465 -1.800722 -0.379837 -0.1 0.0 -0.1
H -1.184838 -2.777288 -1.213159 0.0 -0.1 -0.1
H 1.061115 -3.281302 -1.032318 0.0 0.0 0.1
H 1.641815 -3.535525 0.633229 0.0 0.0 -0.1
H 3.070460 -1.565379 1.647798 0.0 0.0 -0.1
H 4.139970 -2.450407 0.542186 0.0 0.1 0.1
H 5.136668 -0.298861 0.293439 -0.2 0.0 0.0
H 1.600675 0.367813 0.384029 0.1 -0.1 0.0
H 2.193938 2.597078 2.211523 -0.1 -0.1 0.0
H 0.675461 1.653829 2.230232 0.0 0.1 0.0
H 0.407912 3.877952 1.118804 0.0 0.1 0.0
H 1.632666 3.416688 -0.073983 0.0 0.1 0.0
H -1.845462 2.971601 0.998770 0.0 0.1 0.1
H -3.560672 1.867348 -0.347452 -0.1 0.0 0.0
H -2.926376 -0.658751 -2.824108 0.0 -0.1 0.0
H -4.189787 0.365018 -2.115526 -0.1 0.0 0.0
H -3.320949 0.890342 -3.556844 -0.1 0.0 -0.1
H -0.538304 0.383091 -2.974629 0.0 -0.1 -0.1
H 1.153361 1.577223 -1.698030 0.1 0.0 0.0
H 3.470792 0.773931 -1.686531 0.0 0.0 -0.1
H 4.455029 -0.657650 -1.969563 0.0 0.0 0.0
H 0.904519 -1.344448 2.220568 0.1 0.0 0.1
H -1.166208 -0.298231 3.029312 0.0 0.1 0.1
```
Forces are in eV/Å.

These are the natural (NBO) partial charges, in e, on atoms 1 to 8: C -0.250; O -0.496; C 0.299; C -0.305; C -0.192; C 0.007; C -0.248; N -0.445


2.
The following is a quantum chemistry calculation of a cluster of 2 separate species, C4H6N2O in total, from the Open Molecules 2025 dataset.

As for the spin multiplicity: 1. As for the frontier orbital gap: 0.3181 Ha. The calculation puts the relative energy (zero: lowest compared OMol25 entry of this formula, charge and spin) at 113.40 kcal per mole. For the HOMO energy, the calculation gives -8.078 eV.

Geometry as XYZ:
```
13
Properties=species:S:1:pos:R:3:forces:R:3
N -1.393671 1.096692 -0.032913 0.2 0.1 0.1
C -0.821137 0.100770 0.670129 0.1 0.1 -0.1
C 0.611082 0.114190 0.884825 -0.1 -0.1 -0.1
O 1.175076 0.957527 1.774205 0.2 0.0 -0.1
C 1.112885 -0.543907 -0.195344 0.0 0.1 0.0
C -0.032320 -0.981068 -0.975681 0.2 -0.3 0.0
N -1.102735 -1.071488 -0.034625 -0.1 0.1 -0.1
H -0.701063 0.540223 -1.173882 -0.1 0.0 0.2
H -1.020863 2.008554 0.237198 -0.1 -0.1 0.0
H 2.129452 0.978003 1.623851 -0.1 0.0 0.1
H 2.139433 -0.568864 -0.544209 -0.2 0.0 0.1
H 0.060762 -1.750447 -1.742061 0.0 0.1 0.1
H -2.017110 -0.990637 -0.468852 0.1 0.0 0.1
```
Forces are in eV/Å.

These are the natural (NBO) partial charges, in e, on atoms 1 to 8: N -0.738; C 0.272; C 0.267; O -0.648; C -0.336; C -0.161; N -0.548; H 0.222


3.
The following is a quantum chemistry calculation of the molecule C7H12, from the Open Molecules 2025 dataset.

As for the spin multiplicity: 1. As for the frontier orbital gap: 0.3544 Ha. The calculation puts the relative energy (zero: lowest compared OMol25 entry of this formula, charge and spin) at 27.41 kcal per mole. For the HOMO energy, the calculation gives -8.538 eV. Its structure (SMILES) is C=C(/C=C/C)CC.

Geometry as XYZ:
```
19
Properties=species:S:1:pos:R:3:forces:R:3
C -1.804339 -0.599359 -0.807959 0.0 0.0 -0.2
C -0.521760 -0.261400 -0.757235 0.0 -0.2 0.4
C 0.027270 0.660805 0.270530 0.1 -0.4 -0.5
C -0.494436 0.956714 1.455784 -0.1 0.5 -0.3
C -0.077130 2.160449 2.276516 0.5 -0.8 -0.2
C 0.486712 -0.830749 -1.707887 0.9 0.8 -0.8
C 1.375453 -1.877522 -1.034197 -0.4 -0.2 1.0
H -2.156452 -1.222666 -1.618643 -0.2 -0.1 0.1
H -2.502948 -0.255950 -0.060614 -0.2 0.1 -0.1
H 0.938511 1.131443 -0.087439 0.0 0.4 0.2
H -1.387586 0.421588 1.753200 0.0 -0.1 0.2
H 0.786971 1.962111 2.909933 0.1 -0.2 0.1
H 0.254512 2.938345 1.587627 -0.4 0.3 0.3
H -0.879815 2.446702 2.944982 -0.1 0.4 -0.1
H 1.132076 -0.008950 -2.058318 0.0 0.0 0.2
H 0.093381 -1.184495 -2.663464 -0.6 -0.3 0.4
H 0.840394 -2.294217 -0.173843 -0.2 -0.3 -0.3
H 2.243212 -1.439956 -0.540327 0.3 0.0 -0.4
H 1.645966 -2.702885 -1.688644 0.2 0.1 0.0
```
Forces are in eV/Å.

These are the natural (NBO) partial charges, in e, on atoms 1 to 8: C -0.390; C -0.012; C -0.236; C -0.146; C -0.648; C -0.436; C -0.610; H 0.197